ORCA calculation (ωB97M-V/def2-TZVPD) on a structure of composition C55H40Cl3F15Ge3N5O3STi at a distorted geometry.

The geometry in XYZ format:
```
126
C55H40Cl3F15Ge3N5O3STi | the Open Molecules 2025 dataset | ωB97M-V/def2-TZVPD
Ti -1.277 -0.167 -0.168
O -1.612 1.274 1.463
C -1.050 1.551 2.765
C 0.387 2.029 2.804
C 0.750 2.886 3.832
C 2.090 3.177 4.021
C 3.012 2.608 3.165
C 2.545 1.827 2.119
N 1.262 1.547 1.928
H -1.419 2.075 0.928
H -1.128 0.604 3.296
H -1.671 2.288 3.273
H -0.003 3.275 4.510
H 2.407 3.825 4.828
H 4.074 2.765 3.304
H 3.242 1.382 1.411
Cl -7.284 0.086 -4.442
C -5.767 -0.162 -3.635
C -5.401 0.674 -2.598
C -4.188 0.452 -1.979
Cl -3.675 1.446 -0.645
C -3.301 -0.567 -2.346
O -2.148 -0.739 -1.732
C -3.732 -1.392 -3.390
Cl -2.709 -2.707 -3.883
C -4.941 -1.198 -4.034
H -6.045 1.483 -2.281
H -5.235 -1.852 -4.843
C 2.871 -4.165 3.052
Ge 2.170 -3.100 1.545
C 1.562 -4.450 0.216
C 3.832 -2.363 0.775
Ge 0.366 -1.534 2.279
C -0.894 -2.858 3.174
C -2.008 -2.394 3.881
C -2.888 -3.255 4.531
C -2.681 -4.627 4.480
C -1.586 -5.124 3.782
C -0.712 -4.251 3.140
C 1.263 -0.925 3.981
C 0.533 -0.552 5.116
C 1.148 -0.035 6.251
C 2.527 0.126 6.287
C 3.279 -0.247 5.181
C 2.650 -0.757 4.050
H 3.540 -4.934 2.652
H 2.079 -4.650 3.624
H 3.440 -3.532 3.736
H 1.966 -4.218 -0.774
H 0.473 -4.518 0.143
H 1.941 -5.432 0.516
H 4.441 -3.212 0.446
H 4.402 -1.814 1.529
H 3.661 -1.709 -0.080
H -2.219 -1.327 3.914
H -3.744 -2.856 5.064
H -3.368 -5.301 4.980
H -1.412 -6.194 3.738
H 0.121 -4.673 2.591
H -0.543 -0.698 5.141
H 0.548 0.241 7.111
H 3.010 0.530 7.169
H 4.358 -0.135 5.195
H 3.265 -1.033 3.200
C 1.328 -3.340 -3.707
N 1.202 -2.335 -2.660
C 2.100 -1.328 -2.362
C 1.557 -0.635 -1.333
N 0.342 -1.204 -0.987
C 0.176 -2.218 -1.814
H 2.325 -3.775 -3.682
H 1.147 -2.897 -4.683
H 0.595 -4.122 -3.531
H 3.023 -1.191 -2.901
H 1.942 0.219 -0.800
H -0.682 -2.866 -1.860
N -6.175 -0.124 2.149
C -5.823 -1.406 2.448
O -6.446 -2.100 3.223
C -4.589 -1.920 1.764
C -4.452 -3.278 1.541
C -3.283 -3.729 0.967
C -2.301 -2.817 0.628
N -2.419 -1.502 0.840
C -3.549 -1.079 1.421
H -7.032 0.222 2.545
H -5.783 0.364 1.362
H -5.245 -3.951 1.844
H -3.112 -4.782 0.795
H -1.351 -3.146 0.228
H -3.600 -0.028 1.658
F -0.808 0.374 -3.840
C 0.059 0.926 -4.687
C 0.822 2.027 -4.336
C 1.654 2.536 -5.322
F 2.435 3.594 -5.052
C 1.757 1.985 -6.583
F 2.580 2.497 -7.498
C 0.989 0.881 -6.891
F 1.067 0.328 -8.098
C 0.133 0.356 -5.946
F -0.623 -0.704 -6.260
Ge 0.868 2.914 -2.565
S -0.500 2.143 -1.115
C 2.766 2.939 -2.003
C 3.766 2.118 -2.491
F 3.506 1.186 -3.425
C 5.079 2.205 -2.062
F 6.014 1.390 -2.551
C 5.419 3.160 -1.126
F 6.678 3.273 -0.716
C 4.446 3.987 -0.599
F 4.782 4.907 0.305
C 3.138 3.832 -1.011
F 2.214 4.607 -0.432
C 0.363 4.759 -3.070
C 1.175 5.882 -3.122
F 2.497 5.803 -2.936
C 0.679 7.138 -3.416
F 1.489 8.197 -3.459
C -0.666 7.298 -3.681
F -1.151 8.504 -3.961
C -1.503 6.200 -3.674
F -2.798 6.350 -3.955
C -0.975 4.959 -3.381
F -1.816 3.917 -3.421
```

## Properties
Energy relative to the best compared isomer or geometry (same formula, charge and spin)   1.2397 eV
Kohn-Sham gap (alpha / beta)   6.0440 / 6.1579 eV
Expectation value of S²   0.76
E_LUMO (alpha / beta)   -0.61 / -0.51 eV
E_tot   -12976.425845 a.u.
HOMO level (alpha / beta)   -6.659 / -6.671 eV
Molar mass   1508.0 g/mol
Multiplicity   2

Atom charges from the Mulliken analysis, given in e for atoms 1 to 6: number 1, Ti, carries 0.66; number 2, O, carries -0.38; number 3, C, carries -0.90; number 4, C, carries 1.13; number 5, C, carries -1.22; number 6, C, carries -0.81

=====

ORCA calculation (ωB97M-V/def2-TZVPD) on a structure of composition C55H40Cl3F15Ge3N5O3STi at a distorted geometry.

The geometry in XYZ format:
```
126
C55H40Cl3F15Ge3N5O3STi | the Open Molecules 2025 dataset | ωB97M-V/def2-TZVPD
Ti 1.196 0.263 -0.496
O -0.548 -0.730 -1.347
C -0.698 -0.400 -2.730
C 0.639 -0.217 -3.384
C 0.788 -0.449 -4.744
C 1.986 -0.128 -5.341
C 3.006 0.394 -4.565
C 2.792 0.550 -3.210
N 1.634 0.248 -2.624
H -1.286 -0.222 -0.863
H -1.238 0.552 -2.785
H -1.274 -1.162 -3.244
H -0.028 -0.887 -5.304
H 2.131 -0.300 -6.401
H 3.964 0.664 -4.988
H 3.572 0.924 -2.566
Cl 6.347 3.410 3.711
C 4.944 2.903 2.820
C 5.068 1.915 1.860
C 3.928 1.554 1.170
Cl 3.942 0.247 0.014
C 2.672 2.127 1.367
O 1.634 1.768 0.655
C 2.596 3.082 2.387
Cl 1.039 3.718 2.792
C 3.715 3.479 3.098
H 6.020 1.439 1.662
H 3.623 4.227 3.873
C 5.574 -2.120 -1.852
Ge 4.311 -3.212 -0.784
C 5.077 -3.207 1.034
C 4.516 -5.037 -1.483
Ge 1.995 -2.401 -0.887
C 1.013 -3.630 0.338
C -0.339 -3.398 0.622
C -1.056 -4.208 1.496
C -0.433 -5.283 2.120
C 0.906 -5.538 1.852
C 1.613 -4.719 0.974
C 1.469 -3.104 -2.673
C 0.162 -3.539 -2.916
C -0.242 -3.968 -4.175
C 0.663 -3.986 -5.231
C 1.973 -3.579 -5.008
C 2.362 -3.142 -3.748
H 6.432 -2.744 -2.120
H 5.947 -1.268 -1.282
H 5.135 -1.738 -2.778
H 6.127 -3.512 0.988
H 4.553 -3.906 1.693
H 5.039 -2.213 1.487
H 5.580 -5.294 -1.516
H 4.111 -5.107 -2.495
H 4.000 -5.777 -0.867
H -0.847 -2.556 0.169
H -2.104 -3.991 1.695
H -0.989 -5.918 2.802
H 1.406 -6.378 2.323
H 2.658 -4.956 0.790
H -0.560 -3.550 -2.104
H -1.263 -4.302 -4.330
H 0.355 -4.333 -6.211
H 2.695 -3.606 -5.819
H 3.391 -2.822 -3.612
C 1.761 -2.720 4.326
N 1.176 -1.764 3.395
C -0.054 -1.152 3.504
C -0.237 -0.458 2.349
N 0.852 -0.663 1.522
C 1.680 -1.440 2.195
H 1.481 -2.448 5.341
H 2.844 -2.686 4.239
H 1.409 -3.725 4.099
H -0.670 -1.261 4.384
H -1.045 0.189 2.045
H 2.632 -1.812 1.847
N 0.354 6.077 0.916
C 0.013 6.327 -0.375
O -0.411 7.408 -0.747
C 0.234 5.208 -1.357
C 0.273 5.519 -2.710
C 0.501 4.503 -3.621
C 0.665 3.209 -3.141
N 0.593 2.897 -1.849
C 0.381 3.887 -0.983
H 0.238 6.820 1.584
H 0.773 5.212 1.218
H 0.134 6.550 -3.010
H 0.554 4.696 -4.685
H 0.834 2.396 -3.837
H 0.321 3.569 0.053
F -4.047 -0.149 -1.821
C -5.195 0.142 -1.204
C -5.223 0.855 -0.018
C -6.472 1.062 0.540
F -6.569 1.730 1.703
C -7.644 0.619 -0.037
F -8.824 0.848 0.534
C -7.575 -0.078 -1.229
F -8.683 -0.520 -1.804
C -6.349 -0.321 -1.813
F -6.285 -1.004 -2.955
Ge -3.640 1.544 0.933
S -1.818 1.490 -0.169
C -3.901 3.432 1.423
C -4.729 4.314 0.753
F -5.567 3.881 -0.199
C -4.732 5.675 1.003
F -5.544 6.488 0.335
C -3.877 6.187 1.958
F -3.851 7.491 2.209
C -3.036 5.335 2.650
F -2.196 5.830 3.564
C -3.056 3.989 2.364
F -2.210 3.203 3.048
C -3.645 0.397 2.546
C -4.019 0.787 3.819
F -4.456 2.027 4.063
C -3.978 -0.075 4.903
F -4.337 0.336 6.115
C -3.561 -1.379 4.715
F -3.510 -2.215 5.739
C -3.198 -1.812 3.455
F -2.802 -3.071 3.272
C -3.254 -0.922 2.401
F -2.900 -1.381 1.193
```

## Properties
Energy relative to the best compared isomer or geometry (same formula, charge and spin)   0.2323 eV
Kohn-Sham gap (alpha / beta)   7.2549 / 7.2402 eV
Expectation value of S²   0.76
E_LUMO (alpha / beta)   -0.38 / -0.33 eV
E_tot   -12976.462867 a.u.
HOMO level (alpha / beta)   -7.636 / -7.572 eV
Molar mass   1508.0 g/mol
Multiplicity   2

Atom charges from the Mulliken analysis, given in e for atoms 1 to 6: number 1, Ti, carries 0.33; number 2, O, carries -0.10; number 3, C, carries -1.78; number 4, C, carries 0.88; number 5, C, carries -0.42; number 6, C, carries -1.05

=====

ORCA calculation (ωB97M-V/def2-TZVPD) on a structure of composition C55H42FGeNP3Pd at a distorted geometry.

The geometry in XYZ format:
```
104
C55H42FGeNP3Pd | the Open Molecules 2025 dataset | ωB97M-V/def2-TZVPD
Pd -0.106 -0.284 -0.045
F 1.032 0.857 3.674
Ge 0.032 0.598 2.276
C 0.349 2.517 1.693
C 0.512 3.368 2.786
C 0.667 4.732 2.550
C 0.694 5.232 1.254
C 0.540 4.374 0.176
C 0.379 3.004 0.386
P 0.119 1.960 -1.045
C 1.593 1.892 -2.044
C 2.748 2.583 -1.671
C 3.874 2.519 -2.478
C 3.852 1.768 -3.647
C 2.703 1.075 -4.017
C 1.575 1.120 -3.213
C -1.199 2.723 -1.955
C -2.294 3.210 -1.227
C -3.286 3.918 -1.879
C -3.211 4.108 -3.257
C -2.139 3.607 -3.982
C -1.126 2.917 -3.337
C 1.014 -1.622 2.686
C 0.816 -2.207 3.917
C 1.942 -2.793 4.480
C 3.166 -2.804 3.797
C 3.286 -2.248 2.531
C 2.155 -1.688 1.917
P 2.201 -1.076 0.217
C 2.226 -2.477 -0.858
C 1.924 -3.765 -0.370
C 1.942 -4.835 -1.237
C 2.235 -4.633 -2.589
C 2.519 -3.355 -3.081
C 2.496 -2.278 -2.228
C 3.680 -0.107 0.089
C 3.761 1.009 0.938
C 4.937 1.722 1.019
C 6.029 1.341 0.240
C 5.946 0.245 -0.613
C 4.772 -0.488 -0.700
C -1.598 0.049 3.099
C -1.757 0.195 4.479
C -2.938 -0.230 5.067
C -3.932 -0.845 4.302
C -3.764 -1.021 2.934
C -2.596 -0.563 2.325
P -2.369 -0.819 0.555
C -3.617 0.052 -0.350
C -4.565 0.845 0.311
C -5.641 1.347 -0.399
C -5.752 1.098 -1.765
C -4.782 0.355 -2.434
C -3.711 -0.169 -1.734
C -2.576 -2.566 0.255
C -1.579 -3.437 0.708
C -1.732 -4.801 0.553
C -2.879 -5.301 -0.062
C -3.872 -4.437 -0.506
C -3.724 -3.066 -0.354
H 0.517 2.992 3.799
H 0.776 5.402 3.395
H 0.831 6.293 1.083
H 0.529 4.770 -0.835
H 2.767 3.183 -0.770
H 4.764 3.072 -2.202
H 4.733 1.728 -4.277
H 2.685 0.502 -4.938
H 0.689 0.565 -3.496
H -2.337 3.088 -0.152
H -4.111 4.337 -1.316
H -3.987 4.667 -3.767
H -2.076 3.777 -5.049
H -0.272 2.568 -3.901
H -0.123 -2.164 4.454
H 1.865 -3.233 5.468
H 4.029 -3.268 4.257
H 4.233 -2.261 2.001
H 1.710 -3.922 0.681
H 1.737 -5.834 -0.870
H 2.234 -5.479 -3.269
H 2.744 -3.213 -4.132
H 2.672 -1.281 -2.609
H 2.909 1.305 1.544
H 5.014 2.568 1.692
H 6.954 1.901 0.305
H 6.804 -0.053 -1.201
H 4.728 -1.355 -1.345
H -0.972 0.640 5.080
H -3.083 -0.096 6.133
H -4.837 -1.199 4.779
H -4.537 -1.512 2.350
H -4.486 1.039 1.374
H -6.403 1.922 0.114
H -6.600 1.491 -2.314
H -4.870 0.174 -3.499
H -2.967 -0.764 -2.250
H -0.696 -3.044 1.193
H -0.969 -5.484 0.913
H -3.000 -6.370 -0.192
H -4.768 -4.832 -0.968
H -4.501 -2.399 -0.701
N -0.788 -1.534 -2.873
C -0.513 -1.111 -1.825
```

## Properties
Energy relative to the best compared isomer or geometry (same formula, charge and spin)   0.0000 eV
Kohn-Sham gap (alpha / beta)   7.0540 / 4.3663 eV
Expectation value of S²   6.04
E_LUMO (alpha / beta)   -8.30 / -11.77 eV
E_tot   -5503.549919 a.u.
HOMO level (alpha / beta)   -15.352 / -16.133 eV
Molar mass   1007.9 g/mol
Multiplicity   5
Total charge   +3

Atom charges from the Mulliken analysis, given in e for atoms 1 to 6: number 1, Pd, carries -1.15; number 2, F, carries -0.39; number 3, Ge, carries 3.50; number 4, C, carries -0.81; number 5, C, carries -0.52; number 6, C, carries -0.82

=====

ORCA calculation (ωB97M-V/def2-TZVPD) on a structure of composition C55H42FOP2SV at a distorted geometry.

The geometry in XYZ format:
```
103
C55H42FOP2SV | the Open Molecules 2025 dataset | ωB97M-V/def2-TZVPD
V 0.100 -0.035 0.137
O 1.676 2.688 0.717
S 0.327 2.181 0.277
C -0.801 3.227 1.139
C -0.822 4.554 0.776
C -1.536 5.529 1.496
C -2.173 5.141 2.637
C -2.988 5.939 3.633
C -3.253 4.954 4.805
C -2.671 3.637 4.337
C -2.598 2.424 4.952
C -1.960 1.374 4.265
C -1.409 1.492 3.006
P -0.723 -0.021 2.274
C 0.568 -0.555 3.442
C 0.360 -1.574 4.366
C 1.384 -1.951 5.225
C 2.620 -1.319 5.160
C 2.834 -0.298 4.241
C 1.811 0.088 3.384
C -2.046 -1.281 2.405
C -3.355 -1.027 2.800
C -4.307 -2.045 2.775
C -3.957 -3.319 2.358
C -2.655 -3.580 1.946
C -1.712 -2.564 1.957
C -1.421 2.774 2.359
C -2.076 3.800 3.068
C 0.170 2.573 -1.452
C -0.872 3.276 -2.000
C -0.965 3.547 -3.384
C 0.036 3.106 -4.193
C 0.237 3.242 -5.688
C 1.593 2.538 -5.967
C 2.003 1.948 -4.635
C 3.058 1.151 -4.294
C 3.155 0.716 -2.957
C 2.269 1.075 -1.959
P 2.456 0.216 -0.334
C 4.211 0.303 0.083
C 5.086 -0.754 -0.144
C 6.433 -0.608 0.164
C 6.900 0.585 0.702
C 6.023 1.640 0.936
C 4.675 1.502 0.635
C 2.086 -1.557 -0.665
C 2.288 -2.461 0.400
C 1.842 -3.769 0.311
C 1.154 -4.197 -0.824
C 0.917 -3.312 -1.862
C 1.378 -1.996 -1.789
C 1.194 1.984 -2.285
C 1.089 2.339 -3.639
H -0.240 4.868 -0.082
H -1.544 6.558 1.152
H -3.921 6.271 3.174
H -2.460 6.835 3.955
H -4.315 4.861 5.035
H -2.761 5.284 5.721
H -3.007 2.255 5.943
H -1.903 0.411 4.759
H -0.596 -2.085 4.410
H 1.215 -2.742 5.948
H 3.416 -1.621 5.828
H 3.795 0.203 4.193
H 1.974 0.905 2.688
H -3.653 -0.029 3.100
H -5.329 -1.830 3.070
H -4.701 -4.108 2.338
H -2.379 -4.573 1.610
H -0.706 -2.772 1.622
H -1.664 3.630 -1.357
H -1.811 4.108 -3.767
H 0.238 4.286 -6.001
H -0.579 2.755 -6.222
H 2.346 3.244 -6.318
H 1.507 1.767 -6.732
H 3.795 0.832 -5.021
H 3.971 0.049 -2.702
H 4.728 -1.687 -0.565
H 7.118 -1.427 -0.020
H 7.950 0.693 0.941
H 6.389 2.569 1.357
H 3.983 2.318 0.813
H 2.809 -2.131 1.293
H 2.028 -4.457 1.128
H 0.801 -5.220 -0.891
H 0.377 -3.640 -2.744
H 1.200 -1.323 -2.616
F -6.716 0.242 1.157
C -5.495 0.095 0.600
C -4.638 1.171 0.573
C -3.372 0.994 0.022
C -2.952 -0.225 -0.519
C -1.546 -0.419 -1.049
C -3.869 -1.272 -0.484
C -5.136 -1.127 0.077
H -4.956 2.124 0.989
H -2.693 1.837 0.008
H -1.410 -1.437 -1.420
H -1.343 0.253 -1.899
H -3.580 -2.236 -0.890
H -5.842 -1.949 0.107
```

## Properties
Kohn-Sham gap (alpha / beta)   6.9045 / 6.7700 eV
Expectation value of S²   0.76
E_LUMO (alpha / beta)   -2.77 / -2.68 eV
E_tot   -4320.829402 a.u.
HOMO level (alpha / beta)   -9.674 / -9.448 eV
Molar mass   882.9 g/mol
Multiplicity   2
Total charge   +1

Atom charges from the Mulliken analysis, given in e for atoms 1 to 6: number 1, V, carries 0.35; number 2, O, carries -0.85; number 3, S, carries 2.11; number 4, C, carries -0.31; number 5, C, carries -0.36; number 6, C, carries -1.38